1.
Molecular formula: C5H8O
Method: DFT, ωB97M-V/def2-TZVPD

## Properties
Orbital gap: 0.3481 Eh
LUMO level: 0.9 eV
DFT total energy: -7359.1001 eV
F_max: 0.464 eV/A

```
14
Properties=species:S:1:pos:R:3:forces:R:3
O 1.25036 0.31157 1.88540 0.150 -0.343 -0.007
C 0.74320 -0.84848 1.49295 -0.205 0.416 0.001
C -0.63247 -0.54229 0.93341 -0.039 -0.167 0.039
C -0.32091 -0.16783 -0.50841 0.103 -0.089 -0.196
C -0.26583 1.30485 -0.80848 0.029 0.045 -0.029
C -0.01147 -1.10661 -1.40289 -0.054 0.071 0.082
H 2.15997 0.14167 2.17229 -0.142 0.078 0.006
H -1.13176 0.28844 1.45062 0.119 -0.109 -0.051
H -1.25652 -1.43848 0.98025 0.123 0.129 -0.025
H -1.27558 1.73409 -0.83194 0.133 -0.072 0.047
H 0.21462 1.50259 -1.77142 -0.092 -0.050 0.127
H 0.29011 1.83187 -0.02380 -0.068 -0.073 -0.133
H -0.03601 -2.16290 -1.14749 -0.009 0.164 -0.015
H 0.27229 -0.84849 -2.42048 -0.049 -0.001 0.153
```
Positions in Å, forces in eV/Å.



2.
Molecular formula: C19H16F2N2O6S2
Method: DFT, ωB97M-V/def2-TZVPD

## Properties
Orbital gap: 0.3530 Eh
LUMO level: -0.3 eV
DFT total energy: -62329.8975 eV
F_max: 7.839 eV/A

```
47
Properties=species:S:1:pos:R:3:forces:R:3
O 1.98309 1.25805 1.02008 -1.705 -0.694 0.588
O 0.86021 -1.33550 -2.28634 -0.537 1.058 1.586
O -0.44064 -1.59382 1.18574 2.193 0.368 -2.392
O 1.81145 -1.45718 2.03522 -0.726 -0.486 -3.403
O 0.70583 3.88285 -0.26525 -0.421 -1.866 1.422
O -1.59834 3.26673 -0.34471 0.836 -1.898 0.712
F -0.94009 -4.07310 0.03967 1.601 0.165 -0.603
F -1.96156 1.02092 1.96688 0.866 0.516 -0.180
C 1.15414 0.69983 0.31037 4.628 5.915 2.246
C 0.69823 -0.51033 -1.39713 -1.050 -1.757 -5.607
C 2.07952 -5.75208 -1.16881 -0.989 1.120 0.510
C -0.88387 3.00879 4.77740 0.385 0.891 -0.474
C 3.04521 -4.79817 -0.86625 1.166 -0.374 -0.710
C -0.15169 4.05727 4.17722 0.036 -1.005 -1.622
C 0.76251 -5.40971 -0.89131 0.055 -0.455 0.012
C -1.42688 1.99295 4.00374 0.203 -0.054 0.188
C 2.72031 -3.58046 -0.30763 -1.072 0.346 0.506
C 0.11785 3.99218 2.77295 -0.484 -0.819 0.830
C 0.38581 -4.19974 -0.30131 -0.876 -0.688 0.625
C -1.24640 1.95561 2.63295 -0.365 0.650 0.329
C 1.36053 -3.28110 0.04865 1.157 1.227 -0.780
C -0.46019 2.93623 2.01012 0.501 -0.335 -0.215
N 1.48556 -0.47203 -0.28342 -0.646 -2.691 0.161
N 0.18609 1.36647 -0.33307 -1.786 1.049 1.026
C -1.59154 1.74251 -3.22733 -0.548 -0.032 -1.062
C -2.38733 0.53377 -2.75827 0.412 -0.496 -0.166
C -0.17312 1.43184 -2.82026 0.611 0.542 -0.209
C -1.76071 0.24450 -1.38253 -0.374 -2.032 -0.918
C -0.29086 0.66312 -1.49839 -0.008 -0.436 0.039
S 0.99058 -1.64603 0.81125 -0.599 -3.240 6.773
S -0.29060 2.91618 0.20080 -0.165 3.931 -1.642
H 2.28610 -6.72406 -1.59885 0.196 0.177 0.007
H -1.05422 3.01145 5.85169 0.041 -0.005 -0.219
H 4.08138 -5.02197 -1.17270 -0.515 0.355 0.467
H 0.26590 4.88250 4.74411 -0.091 -0.210 0.020
H 0.02446 -6.15954 -1.10228 -0.576 0.056 0.043
H -1.99334 1.19591 4.46068 -0.132 -0.025 0.003
H 3.51322 -2.85826 -0.12274 -0.322 -0.021 0.067
H 0.79849 4.71936 2.31348 -0.510 -0.393 -0.012
H -1.99946 2.63221 -2.76352 0.213 0.153 0.494
H -1.67422 1.95962 -4.29574 0.065 -0.313 -0.049
H -2.23670 -0.38263 -3.38985 -0.178 0.980 0.249
H -3.44226 0.77466 -2.69814 -0.221 -0.248 0.049
H 0.34839 0.83813 -3.58193 -0.264 -0.135 0.259
H 0.41075 2.33952 -2.69590 0.210 0.085 0.152
H -1.83234 -0.85817 -1.21242 -0.020 0.920 0.404
H -2.23921 0.79071 -0.59692 -0.194 0.206 0.496
```
Positions in Å, forces in eV/Å.



3.
Molecular formula: C19H26BN7Os
Method: DFT, ωB97M-V/def2-TZVPD

## Properties
Orbital gap (alpha / beta): 0.2543 / 0.1716 Eh
Total charge: +2
LUMO level (alpha / beta): -6.9 / -9.6 eV
DFT total energy: -33680.6173 eV
2S+1: 5
F_max: 3.290 eV/A

```
54
Properties=species:S:1:pos:R:3:forces:R:3
H -0.32204 2.71984 0.36841 -0.271 0.216 -0.273
N -0.01465 1.45329 -1.31011 1.222 1.971 0.151
B 0.70495 0.58275 -3.57363 0.051 -0.457 0.197
N 0.52958 1.70134 -2.56434 -1.063 0.563 1.241
C 0.62347 3.01630 -2.76019 0.180 -0.702 0.757
Os -0.35076 -0.51550 -0.75456 -1.296 -0.203 0.602
H 0.90574 3.34522 -3.73768 0.260 0.440 -0.133
C 0.31108 3.66251 -1.57156 -0.203 -0.363 0.483
H 0.38914 4.70633 -1.38028 -0.102 0.466 0.062
C -0.06989 2.66090 -0.67137 0.411 -0.266 -1.978
H 1.18820 0.95952 -4.61055 -0.247 -0.087 0.264
C -2.37436 -3.12270 1.07481 0.054 -0.173 -0.193
H -2.71238 -3.25428 2.10761 -0.135 0.028 -0.329
H -1.43678 -3.66642 0.95001 -0.188 0.075 -0.022
H -3.09635 -3.47924 0.33589 -0.041 -0.070 0.355
N -0.66889 -0.03130 -3.71048 -1.221 -0.511 0.474
N 1.57120 -0.51944 -2.94443 0.120 -1.346 1.191
N -1.35120 -0.50403 -2.59405 -0.260 -0.129 -2.006
N 1.32205 -1.04005 -1.64186 2.299 -0.302 -1.924
C -1.42670 -0.12933 -4.79755 0.448 0.018 0.702
C 2.51087 -1.26104 -3.53282 -0.407 0.891 0.283
H -0.99811 0.22990 -5.72168 -0.382 -0.157 -0.139
H 2.76516 -1.05688 -4.57600 0.107 -0.143 0.543
C -2.63127 -0.69192 -4.43240 -0.876 -0.456 0.250
C 3.00149 -2.16727 -2.60920 0.449 -0.758 0.793
C -2.57556 -0.92005 -3.05151 1.398 0.531 -0.395
C 2.28039 -2.00785 -1.42978 -0.437 0.743 -1.369
H -3.42313 -0.92547 -5.12011 -0.216 -0.024 0.152
H 3.81754 -2.85478 -2.76470 -0.072 0.009 0.007
H -3.27212 -1.34930 -2.34093 -0.043 0.052 -0.340
H 2.38840 -2.49484 -0.46623 -0.036 0.155 -0.431
H -2.20274 -2.05785 0.89490 0.064 0.130 0.054
C 0.03747 3.36785 3.59915 1.235 0.511 0.637
N -0.10449 1.92634 3.59921 -2.850 0.830 -1.418
C -1.16699 1.47803 4.50194 0.563 -0.321 1.394
C 0.06385 1.32986 2.27054 1.352 -0.344 -0.399
C 0.46246 -0.11892 2.27174 0.292 -1.212 0.202
C 0.95922 -0.62436 3.47504 -0.370 -0.022 -0.051
C 1.32014 -1.95461 3.63906 -0.210 0.279 -0.244
C 1.20493 -2.78078 2.53296 -0.106 -0.309 -0.196
C 0.74761 -2.30290 1.29962 0.276 0.307 0.740
C 0.37134 -0.96113 1.11950 0.297 0.685 0.846
H 0.01875 3.72704 4.63809 -0.001 -0.018 -0.422
H -0.77396 3.87732 3.04149 0.113 -0.511 0.112
H 0.99985 3.63163 3.13434 -0.365 0.002 0.131
H -2.19103 1.66619 4.12529 0.561 0.027 -0.395
H -1.06556 0.41991 4.77974 -0.093 0.338 -0.406
H -1.05073 2.08299 5.41774 -0.192 -0.377 -0.318
H -0.84677 1.43980 1.65130 -0.060 0.263 0.754
H 0.86865 1.91580 1.78867 -0.392 -0.173 0.162
H 0.98222 0.03037 4.33601 0.320 -0.027 0.083
H 1.63255 -2.31430 4.61981 0.064 -0.002 -0.409
H 1.46711 -3.82366 2.62713 0.013 -0.134 -0.030
H 0.68106 -3.00081 0.46804 -0.015 0.064 0.197
```
Positions in Å, forces in eV/Å.



4.
Molecular formula: C19H13BrIrN5O4S4Se
Method: DFT, ωB97M-V/def2-TZVPD

## Properties
Orbital gap (alpha / beta): 0.1284 / 0.2195 Eh
Total charge: -2
LUMO level (alpha / beta): 3.8 / 3.8 eV
DFT total energy: -217120.8813 eV
2S+1: 5
F_max: 5.651 eV/A

```
48
Properties=species:S:1:pos:R:3:forces:R:3
Ir 0.43260 -1.37436 -1.30737 1.579 2.258 -4.935
N -6.92191 1.11162 0.21354 -1.364 -0.039 -1.593
C -5.56572 0.98064 0.42163 -0.176 0.732 -0.708
C -5.03409 0.93454 1.71211 -0.642 -0.270 -0.042
C -3.69203 1.15133 1.88866 1.416 0.266 -0.102
C -2.91859 1.44918 0.75602 -1.458 -0.261 0.588
C -3.43950 1.39980 -0.54304 0.916 0.306 0.125
C -4.76518 1.13882 -0.73344 -0.504 0.283 0.602
S -1.21362 1.41455 0.79937 1.621 -1.911 -1.569
O -0.71323 1.54227 2.14140 -0.166 0.312 0.187
O -0.70015 2.24715 -0.25556 -0.189 0.688 0.508
N -1.00806 -0.11494 0.15374 -0.101 1.705 1.553
C -0.82333 -1.11045 1.00876 1.710 -0.979 -0.803
N 0.11371 -1.99958 0.47907 -0.081 -2.335 4.702
C 0.59596 -3.02935 1.21013 -1.027 2.331 -0.516
C 0.07842 -3.16337 2.47819 0.346 -1.349 1.068
C -0.93924 -2.34045 2.90482 -0.300 1.001 -0.024
N -1.34864 -1.30412 2.18064 -1.382 -0.026 1.551
H -7.60592 0.89065 0.91287 0.128 -0.132 0.024
H -7.26583 1.18599 -0.77360 0.584 -0.312 1.771
H -5.68679 0.74320 2.56609 0.075 0.121 -0.230
H -3.19117 1.09095 2.87643 -0.442 0.049 -0.813
H -2.69444 1.58506 -1.32508 -0.650 -0.166 -0.057
H -5.25396 1.19825 -1.71302 0.332 -0.176 0.339
H 1.43477 -3.57632 0.80704 -0.035 -0.103 -0.139
H 0.51609 -3.88347 3.15457 -0.144 -0.238 0.021
H -1.46259 -2.40070 3.87380 0.593 -0.399 -0.369
S -1.41897 -3.38837 -4.78826 -0.312 0.042 0.745
C -0.89655 -3.07739 -3.24184 -0.572 0.535 -0.973
S -1.50798 -2.16762 -1.89264 -4.192 -0.226 -1.189
S 0.65444 -3.29004 -2.66956 3.218 -2.302 -0.146
Se 1.25018 0.33221 -2.96241 0.733 0.452 0.045
C -0.04007 1.00766 -4.05616 -0.091 -0.562 0.318
N -0.85303 1.39636 -4.77229 -0.486 0.475 -0.497
Br 8.75988 0.37055 -0.32559 -1.539 0.205 0.204
C 6.85118 0.89329 -0.15179 -2.092 0.010 0.050
C 6.52999 2.28203 -0.09642 2.446 -1.853 -0.650
C 5.22929 2.64093 -0.12497 -2.503 2.314 1.224
C 4.11442 1.77244 -0.05987 0.999 0.382 -0.380
C 4.39097 0.42632 -0.05690 -0.024 -0.887 -0.280
C 5.74954 -0.01715 -0.12490 1.384 -0.192 0.025
C 3.24214 -0.63632 -0.06549 -0.780 -1.438 0.105
O 3.63769 -1.84117 0.01047 -0.972 2.139 -0.125
O 1.99494 -0.21769 -0.16092 4.210 -0.144 0.684
H 7.37861 2.97280 -0.14060 -0.602 0.061 0.148
H 4.97776 3.72790 0.01576 0.432 -0.994 -0.526
H 3.08894 2.15870 -0.06586 0.426 -0.318 0.057
H 5.93905 -1.11235 -0.15750 -0.324 0.947 0.017
```
Positions in Å, forces in eV/Å.